130
Properties=species:S:1:pos:R:3:forces:R:3 method="wB97M-V/def2-TZVPD" energy_ev=-287683.2905 total_charge=+2
As -1.756 1.955 -2.123 -0.4 -0.1 0.0
As -1.938 -1.326 -1.406 -0.5 -0.3 0.4
Ge 1.703 5.988 0.453 0.0 0.0 0.1
Sc -0.474 0.707 -0.028 0.6 0.0 0.3
Cl 5.102 2.268 -1.164 0.0 0.0 0.0
O 3.448 -2.217 -1.281 0.1 0.0 0.1
O -0.317 0.185 4.130 0.0 0.0 -0.1
O 0.874 1.809 1.175 0.2 0.2 0.1
O -1.055 2.631 0.661 -0.2 0.1 -0.1
N 1.431 0.861 -1.475 -0.1 -0.1 0.2
N -1.311 0.161 2.119 0.1 0.0 -0.3
N 1.234 -2.572 -1.511 0.0 -0.1 0.1
N 0.992 -0.971 1.022 0.0 0.0 -0.1
C -0.805 7.123 -0.571 0.0 0.0 0.0
C -2.254 3.813 -2.350 0.0 0.0 0.0
C 2.028 -0.880 3.200 0.0 0.0 0.0
C 3.213 -1.361 2.675 0.0 0.0 0.0
C 3.609 1.232 -3.175 0.0 0.0 0.0
C 0.345 3.950 2.134 -0.1 -0.1 0.1
C 0.967 -0.692 2.335 -0.1 0.0 0.0
C 1.979 4.628 -4.085 0.0 -0.1 0.0
C -3.636 -1.407 3.080 0.0 0.0 0.0
C -2.334 0.756 3.021 0.0 0.1 0.0
C 1.881 -3.324 -2.625 0.0 0.0 -0.1
C 0.047 2.771 1.280 0.0 0.0 0.0
C -4.782 0.667 3.465 0.0 0.0 0.0
C -5.322 1.655 0.113 0.0 0.0 0.0
C -2.351 1.224 -3.832 0.1 0.1 0.0
C -0.492 7.348 1.795 0.0 0.0 0.0
C -1.815 -2.646 0.029 0.0 0.0 0.0
C -1.710 8.004 1.900 0.0 0.0 0.0
C 1.371 0.500 -2.766 0.0 0.0 0.0
C -0.289 -0.107 2.844 0.1 -0.1 0.0
C 3.255 -1.685 1.333 0.0 -0.1 0.0
C -1.619 0.771 4.397 0.0 0.0 0.0
C 0.979 4.114 -3.269 0.1 0.0 0.0
C 2.573 1.392 -1.024 0.0 0.0 -0.1
C -0.023 6.891 0.560 0.0 0.0 0.0
C 1.895 5.307 -1.368 0.0 -0.1 0.0
C -2.482 8.216 0.765 0.0 0.0 0.0
C 5.510 7.580 1.283 0.0 0.0 0.0
C 4.014 9.450 1.069 0.0 0.0 0.0
C -5.440 0.287 0.340 0.0 0.0 0.0
C 1.165 -2.651 -6.325 0.0 0.0 0.0
C -3.620 -0.020 3.138 0.0 0.0 0.0
C 5.290 8.951 1.286 0.0 0.0 0.0
C 2.120 -1.512 0.542 -0.1 -0.1 0.1
C 1.193 -3.166 -3.965 0.0 0.0 0.0
C -5.957 -0.027 3.715 0.0 0.0 0.0
C -4.407 -0.557 -0.009 0.0 0.0 0.1
C 1.714 4.566 1.837 0.1 0.1 0.0
C 3.677 1.583 -1.840 0.0 0.0 0.0
C -3.269 -0.069 -0.657 -0.1 0.0 -0.1
C -5.977 -1.412 3.631 0.0 0.0 0.0
C -3.265 -2.290 -2.469 0.2 0.1 -0.3
C 3.163 7.200 0.838 0.0 0.0 -0.1
C 3.355 -2.901 -2.548 0.0 0.0 0.0
C 1.840 -2.725 -5.112 0.1 0.0 0.0
C 4.451 6.712 1.060 0.0 0.0 0.0
C 2.902 5.798 -2.196 0.0 0.0 0.0
C -0.136 -3.571 -4.067 0.0 0.0 0.0
C 2.947 5.461 -3.545 0.0 0.0 0.0
C -3.191 1.297 -0.958 -0.1 0.0 -0.1
C 2.184 -2.086 -0.832 0.0 0.1 0.0
C -2.026 7.780 -0.470 0.0 0.0 0.0
C -0.163 -3.028 -6.409 0.0 0.0 0.0
C -0.811 -3.503 -5.275 0.0 0.0 0.0
C 2.425 0.680 -3.638 0.0 -0.1 0.0
C 0.942 4.448 -1.924 0.0 0.0 0.1
C -4.814 -2.101 3.314 0.0 0.0 0.0
C -4.200 2.159 -0.517 0.0 0.0 0.0
C 2.956 8.579 0.844 0.0 0.0 0.0
H -6.116 2.326 0.415 0.0 0.0 0.0
H -3.289 3.859 -2.684 0.0 0.0 0.0
H -2.613 7.966 -1.360 0.0 0.0 0.0
H 4.455 1.391 -3.829 0.0 0.0 0.0
H -1.976 1.863 -4.632 0.0 0.0 0.0
H -1.834 -3.847 -5.349 0.0 0.0 0.0
H -0.624 -3.981 -3.189 0.0 0.0 0.0
H -4.132 3.222 -0.699 0.0 0.0 0.0
H -4.499 -1.613 0.213 0.0 0.0 0.0
H 2.100 5.047 2.737 0.0 0.0 0.0
H -0.454 6.807 -1.546 0.0 0.0 0.0
H 1.998 4.388 -5.141 0.0 0.0 0.0
H 1.963 8.980 0.676 0.0 0.0 0.0
H 2.619 1.671 0.016 0.0 0.0 0.0
H 1.920 -0.633 4.246 0.0 0.0 0.0
H 0.108 7.211 2.689 0.0 0.0 0.0
H 2.890 -2.466 -5.093 0.0 0.0 0.0
H -1.608 4.246 -3.112 -0.1 0.0 0.1
H 4.638 5.642 1.059 0.0 0.0 0.0
H -3.440 1.225 -3.852 0.0 0.0 0.0
H -4.823 -3.183 3.265 0.0 0.0 0.0
H -2.819 -3.158 -2.938 0.1 -0.1 -0.1
H 3.658 -2.196 -3.318 0.0 0.0 0.0
H -1.398 -2.205 0.930 0.0 0.0 0.0
H -2.539 1.768 2.666 0.0 0.0 0.0
H -1.138 -3.424 -0.319 0.0 0.0 0.0
H 0.319 3.551 3.157 0.0 0.1 0.0
H -6.858 0.514 3.975 0.0 0.0 0.0
H 0.448 0.042 -3.100 0.0 0.0 0.0
H -3.683 -1.632 -3.228 0.0 0.0 0.0
H 6.114 9.630 1.458 0.0 0.0 0.0
H -1.973 0.215 -3.989 0.0 0.0 0.0
H -2.125 4.366 -1.421 0.0 0.0 0.0
H 2.431 3.783 1.581 0.0 0.0 0.0
H -3.428 8.735 0.842 0.0 0.0 0.0
H 0.221 3.465 -3.698 0.1 0.0 0.0
H -2.052 8.361 2.863 0.0 0.0 0.0
H -0.470 4.666 2.039 0.0 0.0 0.0
H -6.893 -1.954 3.827 0.0 0.0 0.0
H -2.795 -3.067 0.244 0.0 0.0 0.0
H -4.043 -2.597 -1.775 0.0 0.0 0.0
H 3.727 5.866 -4.176 0.0 0.0 0.0
H -2.728 -1.952 2.849 0.0 0.0 0.0
H 2.314 0.395 -4.675 0.0 0.0 0.0
H 4.083 -1.496 3.303 0.0 0.0 0.0
H 3.842 10.518 1.073 0.0 0.0 0.0
H -4.772 1.750 3.520 0.0 0.0 0.0
H 0.135 4.065 -1.302 0.1 0.1 0.0
H 4.145 -2.096 0.884 0.0 0.0 0.0
H -6.327 -0.115 0.808 0.0 0.0 0.0
H 1.691 -2.320 -7.211 0.0 0.0 0.0
H 1.789 -4.379 -2.349 0.0 0.0 0.0
H 4.046 -3.738 -2.526 0.0 0.0 -0.1
H 6.505 7.191 1.454 0.0 0.0 0.0
H 3.646 6.476 -1.796 0.0 0.0 0.0
H -1.464 1.762 4.817 0.0 0.0 0.0
H -2.116 0.132 5.122 0.0 0.0 0.0
H -0.683 -2.986 -7.356 0.0 0.0 0.0

***

131
Properties=species:S:1:pos:R:3:forces:R:3 method="wB97M-V/def2-TZVPD" energy_ev=-119287.5930 smiles="C#C[PH2](CCCSC(=S)n1ccnc1)CNC.Fc1ccccc1.Fc1ccccc1.Fc1ccccc1.Fc1ccccc1.Fc1ccccc1.Fc1ccccc1.Fc1ccccc1.Fc1ccccc1" de_lowest_kj_mol=0.00
S 2.356 -0.661 -0.767 0.0 0.1 -0.4
S 0.459 -1.032 1.485 0.3 -0.3 0.0
P -2.886 2.427 3.066 0.1 0.5 0.8
F 3.195 -2.833 2.024 0.0 0.0 0.0
F -2.543 4.879 -1.208 0.2 -0.1 -0.1
F -7.469 4.782 3.365 0.0 0.0 0.0
F 0.129 6.566 -6.759 0.0 0.0 0.0
F 4.099 -7.130 2.394 -0.1 -0.3 0.0
F -2.315 -0.069 -6.053 0.0 0.0 0.0
F 9.160 -3.908 -1.625 0.0 0.0 0.0
F -1.424 -10.656 1.527 0.0 0.0 0.0
N 2.883 2.943 1.949 -0.3 0.0 -0.5
N -4.111 4.200 1.211 -0.1 -0.2 0.4
N 2.359 0.867 1.402 -0.1 -0.3 -0.1
C -2.048 3.552 5.774 0.3 -0.4 0.6
C 6.084 -3.330 -0.094 0.0 -0.1 0.1
C 3.323 2.077 2.912 0.1 -0.3 0.3
C -1.026 4.519 -2.969 0.0 0.3 -0.2
C 8.616 -3.321 -3.837 0.1 0.2 0.1
C 8.724 -4.277 -2.847 -0.1 -0.1 -0.2
C -2.329 3.162 4.676 -0.6 -0.4 -1.0
C 7.832 -5.027 -5.340 0.0 0.0 -0.1
C -2.994 1.506 -7.663 0.0 -0.1 -0.2
C -3.194 1.980 -5.307 0.0 -0.1 0.3
C -2.001 -9.250 5.335 0.0 0.0 0.1
C 0.347 9.185 -4.278 0.1 -0.1 0.0
C 1.859 7.066 -5.243 0.1 -0.2 -0.1
C -0.550 -9.634 3.456 0.3 0.0 -0.1
C -7.352 5.808 4.232 0.0 0.2 0.1
C -1.321 2.856 -1.250 -0.1 -0.1 0.1
C 1.808 -0.203 0.664 -0.5 -0.1 0.4
C -7.601 8.124 4.723 0.0 -0.1 0.1
C 4.908 -4.440 2.170 0.0 0.1 0.2
C 0.846 -6.789 0.856 0.0 -0.1 0.0
C -0.089 3.710 -3.594 0.0 -0.1 0.1
C 3.006 0.787 2.619 -0.2 0.7 0.0
C 1.654 -9.031 0.533 0.0 0.1 0.0
C -1.626 4.081 -1.807 0.1 -0.1 -0.2
C 7.944 -5.972 -4.329 0.0 0.1 0.0
C -3.725 3.227 -5.603 0.0 0.0 -0.2
C 8.171 -3.704 -5.094 0.0 -0.1 0.0
C -3.058 -9.819 4.638 0.1 0.0 0.0
C -3.596 4.099 2.569 -0.1 -0.1 -0.6
C -1.615 -10.193 2.780 0.0 0.1 0.2
C -3.897 3.613 -6.925 0.0 0.0 0.0
C 0.670 -8.069 0.349 -0.1 0.0 -0.1
C -3.534 2.752 -7.952 0.0 0.0 0.1
C -7.109 7.899 6.001 0.0 0.0 0.0
C -1.949 -0.192 2.446 0.4 0.0 0.4
C -6.740 6.618 6.387 -0.1 0.1 -0.1
C -7.721 7.074 3.826 -0.1 0.0 -0.2
C 2.817 -8.715 1.220 0.1 -0.2 0.0
C -2.124 0.785 3.602 -0.1 0.0 -0.2
C 2.315 2.188 1.041 0.4 -0.2 0.4
C -2.869 -10.292 3.347 -0.2 -0.1 -0.1
C 4.344 -3.359 1.530 0.2 -0.1 -0.1
C 6.670 -4.424 0.532 0.0 0.0 0.0
C 4.907 -2.795 0.404 -0.1 0.2 -0.1
C 2.355 7.868 -4.226 -0.1 0.1 0.0
C 1.600 8.926 -3.741 0.0 0.0 0.1
C -0.839 0.234 1.465 -0.4 0.0 -0.1
C -0.152 8.393 -5.302 -0.2 0.0 -0.1
C 8.397 -5.599 -3.073 0.0 -0.1 0.2
C -5.243 3.331 0.911 0.2 0.3 -0.7
C 6.080 -4.979 1.659 0.0 0.1 -0.1
C 0.612 7.341 -5.769 0.1 0.2 0.3
C -0.390 2.045 -1.885 0.0 0.1 0.0
C 2.001 -6.466 1.553 0.0 0.2 0.1
C -0.749 -9.156 4.743 -0.2 0.0 0.0
C -2.835 1.141 -6.341 -0.1 0.2 -0.1
C 0.228 2.471 -3.052 0.1 0.0 -0.1
C -6.864 5.559 5.499 0.1 -0.2 0.1
C 2.968 -7.437 1.721 -0.2 0.0 -0.1
H -2.699 0.824 -8.448 0.0 0.0 0.0
H 1.987 9.549 -2.946 0.0 0.0 0.0
H 2.432 6.232 -5.627 0.0 0.0 0.0
H 2.152 -5.476 1.961 0.0 0.0 0.0
H -4.952 2.308 0.660 -0.2 -0.2 0.2
H -4.314 4.584 -7.156 0.0 0.0 0.0
H 7.481 -5.322 -6.320 0.0 0.0 0.0
H 0.082 -6.038 0.709 0.0 0.0 0.0
H -8.093 7.229 2.822 0.0 0.0 0.0
H -3.671 3.050 -8.983 0.0 0.0 0.0
H 3.600 -9.447 1.369 0.0 0.0 0.0
H 3.860 2.391 3.789 0.0 0.3 0.0
H -7.892 9.122 4.422 0.0 0.0 0.0
H 0.075 -8.708 5.281 0.0 0.0 0.0
H -2.810 0.349 4.328 0.0 0.1 0.2
H 6.544 -2.896 -0.972 0.0 0.0 0.0
H -0.246 10.007 -3.899 0.0 0.0 0.0
H 8.087 -2.967 -5.881 0.0 0.0 0.0
H 0.956 1.838 -3.543 0.0 0.0 0.0
H 8.879 -2.293 -3.622 0.0 0.0 0.0
H -4.033 -9.896 5.100 0.0 0.0 0.0
H -3.398 4.133 0.495 -0.1 0.1 0.3
H -3.059 1.659 -4.282 0.0 0.0 0.0
H 7.586 -4.842 0.138 0.0 0.0 0.0
H 1.514 -10.030 0.143 0.0 0.0 0.0
H -1.124 8.583 -5.738 0.0 0.0 0.0
H -6.588 4.552 5.780 0.0 0.0 0.0
H -2.089 2.445 1.875 -0.1 -0.1 -0.2
H -1.241 0.259 0.455 0.1 0.1 -0.1
H -1.293 5.484 -3.381 0.0 0.0 0.0
H 8.498 -6.321 -2.274 0.0 0.0 0.0
H -4.416 4.342 3.247 0.1 0.1 0.3
H -0.460 1.223 1.711 0.3 0.0 0.0
H 3.334 7.666 -3.813 0.0 0.0 0.0
H 3.199 -0.107 3.175 -0.1 -0.3 -0.2
H -1.808 2.541 -0.337 0.0 0.0 0.0
H -3.680 -10.734 2.784 0.0 0.0 0.0
H 1.838 2.453 0.114 0.0 0.3 -0.1
H -4.002 3.896 -4.800 0.0 0.0 0.0
H -2.896 -0.357 1.933 -0.1 0.1 -0.2
H 4.436 -4.847 3.051 0.0 0.0 0.0
H 4.421 -1.949 -0.068 0.2 -0.1 0.1
H -7.014 8.721 6.698 0.0 0.0 0.0
H -1.666 -1.153 2.876 -0.2 -0.2 0.0
H -0.235 -8.317 -0.189 0.0 0.0 0.0
H -5.759 3.725 0.035 0.0 0.0 -0.1
H -6.353 6.441 7.381 0.0 0.0 0.0
H 0.392 4.045 -4.503 0.0 0.0 0.0
H -5.973 3.350 1.713 0.1 -0.1 0.3
H -2.154 -8.879 6.340 0.0 0.0 0.0
H 0.419 -9.577 2.980 0.0 0.0 0.0
H 6.532 -5.834 2.143 0.0 0.0 0.0
H -2.786 4.821 2.678 0.0 0.2 0.2
H -1.714 3.610 6.779 0.0 0.5 0.2
H -4.170 1.796 2.977 0.1 0.0 -0.2
H 7.676 -7.002 -4.518 0.0 0.0 0.0
H -0.149 1.076 -1.467 0.0 0.0 0.0
H -1.179 0.969 4.112 0.2 0.0 0.0

***

134
Properties=species:S:1:pos:R:3:forces:R:3 method="wB97M-V/def2-TZVPD" energy_ev=-70872.1538 total_charge=+1
O -4.916 -5.778 -0.231 0.0 1.3 -0.3
O -1.882 -0.143 -1.689 -1.0 -0.8 1.8
N -1.133 -3.436 2.590 1.0 -1.3 -0.1
N -1.333 -3.762 1.230 -0.1 -0.7 -5.1
N -1.208 -3.675 -1.075 0.8 1.5 3.3
C 0.954 -2.848 5.652 -0.1 -0.1 0.0
C 1.698 -3.472 6.649 0.0 0.0 0.0
C -0.437 -2.911 5.680 0.0 -0.1 0.0
C -2.028 0.407 -0.335 -0.4 -0.1 0.7
C 10.110 -2.285 0.083 -0.1 0.0 0.0
C 9.270 -1.713 1.033 0.0 -0.1 0.0
C -10.590 7.031 -3.293 0.0 -0.1 0.0
C -1.749 -2.837 -3.497 0.5 0.3 -0.2
C -3.011 -1.896 -3.184 0.1 0.9 0.0
C -2.368 6.463 -1.250 0.0 -0.1 0.0
C 9.637 -3.295 -0.749 -0.1 0.0 0.0
C 4.602 1.220 -0.417 0.2 0.0 0.0
C -2.191 3.721 -1.686 0.0 0.1 0.0
C 1.051 -4.153 7.676 0.0 0.0 -0.1
C -1.988 -4.865 -0.852 1.1 2.0 4.0
C -6.291 8.225 -1.966 0.0 0.1 0.0
C -3.964 -5.431 -2.596 -0.6 -0.6 0.0
C -2.962 -1.109 -1.794 -1.7 0.1 -0.5
C 8.176 0.201 4.359 0.0 0.0 0.0
C 3.887 -5.136 -0.131 0.0 0.0 0.0
C 8.322 -3.735 -0.628 0.0 0.1 0.1
C 2.843 -5.260 -2.298 0.1 0.0 0.1
C -5.510 10.217 -0.857 0.0 -0.1 -0.1
C -7.247 8.977 -2.643 0.0 0.0 0.1
C -11.906 6.869 -3.713 0.0 -0.1 0.0
C -3.146 4.472 -2.363 0.0 0.1 0.1
C 7.133 2.379 -0.438 -0.1 0.0 0.0
C -2.070 -4.917 0.698 1.1 1.6 -3.7
C 7.957 -2.158 1.157 0.1 -0.1 -0.1
C -0.694 -3.005 -2.308 1.0 -0.7 -2.1
C 5.999 3.185 -0.465 0.0 -0.1 0.0
C -0.779 -2.981 0.154 -3.1 -4.5 0.0
C -9.767 5.920 -3.138 -0.1 0.0 0.0
C -5.127 -5.159 -1.525 -1.3 0.1 -1.0
C -0.339 -4.219 7.701 0.0 0.0 -0.1
C 9.206 -0.511 6.844 0.0 0.0 -0.1
C 4.734 2.605 -0.459 0.0 0.0 0.0
C 5.737 0.414 -0.385 0.0 0.1 0.0
C 5.130 -5.965 -2.022 -0.1 0.0 0.0
C -11.582 4.483 -3.812 0.0 0.1 0.0
C 4.020 -5.771 -2.837 0.0 0.0 0.0
C -1.083 -3.600 6.702 0.1 0.0 0.0
C -3.234 5.844 -2.147 0.1 -0.1 0.1
C 5.066 -5.643 -0.670 -0.1 0.0 0.0
C 2.775 -4.947 -0.945 0.1 0.0 -0.1
C -1.410 5.712 -0.576 0.0 0.0 0.0
C -10.263 4.646 -3.400 0.0 0.1 0.0
C 9.452 0.757 6.327 -0.1 -0.1 -0.1
C 7.002 0.994 -0.400 0.0 0.0 0.0
C -12.403 5.595 -3.971 0.1 0.0 0.0
C 8.935 1.114 5.085 0.0 -0.1 0.0
C -6.468 10.968 -1.531 0.0 -0.1 0.0
C -1.319 4.341 -0.796 -0.1 0.1 -0.1
C 7.927 -1.066 4.878 0.1 0.1 0.1
C 7.485 -3.170 0.328 0.1 0.1 0.0
C 8.440 -1.421 6.122 0.0 0.1 0.0
C -2.549 -5.843 -1.972 -0.2 -0.3 0.9
C -7.334 10.349 -2.427 0.1 -0.1 0.1
C -5.419 8.846 -1.076 -0.1 0.1 0.0
H -4.312 -6.335 -3.227 0.8 1.4 1.0
H 11.136 -1.942 -0.010 -0.1 0.0 0.0
H -4.670 8.261 -0.554 -0.1 0.0 0.0
H -11.970 3.489 -4.010 0.0 0.1 0.0
H 2.781 -3.426 6.626 -0.1 0.0 0.0
H 3.616 0.769 -0.410 0.1 0.0 0.0
H -1.299 1.260 -0.128 -1.0 -1.3 -0.6
H 5.635 -0.666 -0.348 0.1 0.1 0.0
H -2.166 -3.653 6.720 0.1 0.0 0.0
H 7.333 -1.776 4.313 0.1 0.0 0.1
H -2.439 7.532 -1.078 0.0 -0.1 0.0
H 0.149 -3.684 -2.718 -1.3 1.0 0.6
H 6.047 -6.365 -2.442 -0.1 0.0 0.0
H -3.823 3.988 -3.059 0.1 0.0 0.0
H -3.059 -1.087 -4.009 0.1 -1.3 1.3
H -2.708 -6.864 -1.455 0.3 1.8 -0.7
H 9.638 -0.922 1.678 0.0 -0.1 0.0
H -9.620 3.780 -3.282 -0.1 0.1 0.0
H 3.836 -4.889 0.924 0.0 0.0 -0.1
H 5.933 -5.788 -0.036 -0.1 0.0 0.0
H -5.162 -5.099 0.435 0.2 -0.8 -0.6
H -1.875 -0.430 0.451 -0.1 1.2 -1.2
H -3.022 -1.825 -0.886 0.4 1.0 -1.3
H -0.163 -2.037 0.258 -1.0 -1.5 -0.3
H 9.123 2.104 4.684 0.0 -0.1 0.0
H -2.013 -3.883 -3.882 0.1 1.6 0.6
H -6.088 -5.631 -1.965 1.5 0.8 0.6
H -8.740 6.046 -2.814 -0.1 0.0 0.0
H -3.977 6.430 -2.677 0.1 0.0 0.0
H 1.978 -5.105 -2.934 0.1 0.0 0.0
H 10.291 -3.738 -1.491 -0.1 0.0 0.1
H -1.309 -4.335 3.085 0.0 1.0 -0.1
H -1.173 -2.333 -4.364 -0.7 -0.9 1.5
H -5.380 -4.033 -1.431 0.8 -1.7 0.0
H -2.614 -5.718 1.288 1.0 1.5 -0.6
H -3.942 -0.491 -1.739 1.3 -1.0 -0.1
H 4.070 -6.020 -3.892 0.0 0.0 0.1
H -10.205 8.024 -3.086 0.0 -0.1 0.0
H -2.124 2.651 -1.853 0.0 0.1 -0.1
H -0.173 -2.010 -2.061 -1.2 -1.5 0.0
H -8.077 10.935 -2.957 0.1 0.0 0.0
H -0.096 -3.337 2.655 -0.9 0.1 0.3
H -1.017 -2.422 4.903 0.0 0.0 0.1
H -0.734 6.196 0.121 -0.1 0.0 -0.1
H -4.025 -2.430 -3.227 1.6 0.6 0.2
H -1.767 -6.033 -2.785 -1.0 0.6 1.2
H 6.462 -3.518 0.427 0.1 0.1 0.0
H -4.834 10.700 -0.159 -0.1 0.0 -0.1
H 1.854 -4.552 -0.524 0.0 0.0 0.0
H -13.430 5.468 -4.297 0.1 0.0 0.0
H 8.119 2.830 -0.447 -0.1 0.0 0.0
H -6.540 12.036 -1.358 0.0 -0.1 0.0
H 7.302 -1.715 1.901 0.1 0.0 -0.1
H 3.849 3.233 -0.485 0.1 0.0 0.0
H -6.225 7.155 -2.133 0.0 0.1 0.0
H 10.047 1.467 6.891 -0.1 -0.1 0.0
H 6.101 4.264 -0.492 0.0 -0.1 0.0
H -0.842 -4.753 8.500 0.0 0.1 -0.1
H 1.631 -4.633 8.457 -0.1 0.0 -0.1
H -0.569 3.757 -0.273 0.0 0.1 0.0
H -7.924 8.493 -3.340 0.1 0.0 0.0
H 8.244 -2.408 6.528 0.0 0.1 0.0
H -3.114 0.766 -0.171 1.7 -0.3 -0.3
H 7.778 0.478 3.388 0.0 0.0 0.1
H -3.942 -4.545 -3.310 0.2 -1.2 1.0
H 7.887 0.366 -0.382 -0.1 0.0 0.0
H 7.951 -4.520 -1.279 0.0 0.1 0.0
H 1.458 -2.312 4.854 0.0 0.0 0.1
H -12.547 7.736 -3.839 0.1 -0.1 0.0
H 9.611 -0.790 7.811 0.0 0.0 -0.1

***

Largest force on an atom
In order: 0.69; 1.23; 5.46
Unit: eV Å⁻¹
Molecular weight
In order: 1190.000; 1056.226; 853.228
Unit: u